Below is 5 unconnected molecules or ions with the total composition C43H81F12O9P in a non-equilibrium geometry, with properties calculated with the ωB97M-V functional and the def2-TZVPD basis.

Geometry as XYZ:
```
146
Properties=species:S:1:pos:R:3:forces:R:3
C 2.3936 1.6255 3.4979 -0.696 -0.315 0.021
C 1.6747 0.3758 2.9670 -0.345 0.036 0.673
P 0.0370 0.9390 2.3492 0.947 0.939 -1.598
C -0.9212 1.7680 3.6869 -0.324 -0.163 0.119
C -1.1717 3.2515 3.3630 -0.252 -0.152 0.090
C -0.9814 -0.5094 1.6865 -0.548 -0.597 1.137
C -1.4870 -1.3349 2.8853 0.210 -0.378 0.285
C -0.3705 -2.1089 3.6157 -0.290 -0.513 -0.094
C -0.6109 -3.6209 3.7201 0.465 0.195 0.134
C -0.0762 -4.4212 2.5393 -0.002 -0.127 0.510
C 1.4442 -4.3125 2.3674 0.074 -0.255 -0.764
C 1.8341 -4.1357 0.8883 0.187 -0.303 0.946
C 3.2215 -4.6835 0.5646 -0.368 0.113 -0.712
O 3.8980 -3.9192 -0.4248 0.326 0.055 0.467
C 3.1709 -3.8331 -1.6181 -0.020 0.115 -0.370
O -0.2527 -1.4410 0.8524 0.212 -0.247 -0.450
C -1.1072 -2.0264 -0.0271 0.618 -2.404 -1.903
O -0.7988 -2.9926 -0.7368 -0.690 2.841 2.011
C -2.4734 -1.2819 -0.0393 0.909 -0.567 -0.225
C -3.5595 -2.1140 0.6709 0.178 0.061 0.286
O -3.1286 -3.4694 0.8706 -0.433 -0.341 0.024
C -4.0225 -4.4171 0.5188 0.474 -0.473 0.052
F -3.5529 -5.6171 0.9121 -0.328 0.911 -0.296
F -5.2317 -4.2264 1.0878 0.280 -0.074 -0.175
F -4.2148 -4.4530 -0.8192 -0.072 -0.019 0.456
C -2.9772 -1.1362 -1.4723 -0.881 -0.528 -0.019
C -4.1508 -0.1689 -1.6347 0.742 0.167 0.072
F -1.9803 -0.8356 -2.3755 0.250 0.237 -0.167
C -2.0785 -0.0242 0.7117 -0.534 1.233 1.099
C -1.6473 1.1502 -0.1640 0.471 -0.215 -0.523
C -0.3293 0.9471 -0.8686 0.487 0.380 -0.043
O -0.1599 2.0521 -1.7665 -0.169 -0.319 -0.074
C 0.7651 1.8236 -2.7815 -0.018 0.211 -0.113
C 2.1242 2.4529 -2.5223 -0.344 0.121 0.042
F 2.9017 2.2101 -3.6033 0.134 -0.124 -0.026
F 1.9991 3.8048 -2.4220 0.026 0.143 0.011
C 2.8493 1.9887 -1.2428 0.356 0.114 -0.754
F 2.2670 2.5724 -0.1781 -0.096 -0.203 0.209
F 2.7491 0.6475 -1.1595 -0.088 -0.066 0.169
C 4.3496 2.3471 -1.1709 0.354 -0.110 0.579
F 5.0528 1.7664 -2.1544 -0.148 0.105 0.038
F 4.7780 1.8077 0.0029 -0.079 0.049 -0.081
C 4.6163 3.8793 -1.1072 0.131 -0.010 0.200
F 5.5991 4.1152 -0.2061 0.180 -0.022 -0.136
F 5.0259 4.3160 -2.3106 -0.063 -0.001 -0.085
H 2.1537 1.7287 4.5487 0.177 0.126 0.313
H 2.0041 2.5162 3.0182 0.246 0.325 -0.258
H 3.4631 1.5517 3.3724 0.284 0.042 0.000
H 2.1917 -0.0432 2.1133 0.068 -0.177 -0.275
H 1.6460 -0.3606 3.7631 0.035 -0.236 -0.021
H -1.8941 1.3000 3.7961 -0.108 -0.298 -0.004
H -0.4500 1.6864 4.6602 0.238 -0.237 0.145
H -2.2239 3.4784 3.4958 -0.217 0.122 0.099
H -0.9352 3.4837 2.3332 0.231 0.111 -0.203
H -0.6188 3.9067 4.0237 0.263 0.151 -0.005
H -1.9421 -0.7032 3.6383 -0.319 0.352 -0.147
H -2.2453 -2.0640 2.6211 0.021 -0.085 -0.214
H -0.2736 -1.7361 4.6301 0.116 0.301 0.127
H 0.5852 -1.9868 3.1246 0.116 0.222 -0.088
H -1.6589 -3.8406 3.9062 -0.242 -0.015 -0.020
H -0.0642 -3.9564 4.6004 -0.013 -0.161 0.212
H -0.3102 -5.4645 2.7326 -0.179 -0.235 -0.099
H -0.6012 -4.1632 1.6285 -0.031 0.195 -0.281
H 1.8648 -3.5140 2.9688 0.129 0.223 0.107
H 1.9344 -5.2226 2.7026 -0.080 -0.239 0.332
H 1.1070 -4.6947 0.3179 -0.287 0.142 -0.428
H 1.7624 -3.0873 0.6394 -0.029 0.280 -0.302
H 3.8584 -4.7642 1.4366 0.274 0.262 0.143
H 3.0973 -5.6847 0.1428 0.046 -0.326 0.192
H 2.4245 -3.0413 -1.6040 -0.264 0.094 0.168
H 2.6689 -4.7700 -1.8649 -0.062 -0.196 0.028
H 3.8587 -3.6008 -2.4218 0.274 0.022 -0.114
H -3.7460 -1.6829 1.6444 -0.292 0.003 0.117
H -4.4835 -2.1127 0.1079 -0.181 0.116 -0.173
H -3.3558 -2.1119 -1.7608 0.314 -0.394 -0.131
H -4.2554 0.4890 -0.7845 -0.311 0.102 0.275
H -5.0732 -0.6904 -1.8372 -0.271 -0.043 -0.051
H -3.8884 0.4641 -2.4726 -0.227 0.132 -0.320
H -2.8741 0.3750 1.3475 -0.372 -0.227 -0.122
H -2.3729 1.3605 -0.9375 -0.281 -0.070 -0.103
H -1.5759 2.0591 0.4168 0.051 0.190 0.351
H -0.2793 0.0087 -1.4079 -0.076 -0.050 -0.248
H 0.4973 0.9588 -0.1689 0.027 -0.082 0.275
H 0.3991 2.3054 -3.6831 -0.004 0.183 -0.228
H 0.9155 0.7734 -3.0235 -0.016 -0.243 0.157
H 3.7446 4.4358 -0.7814 -0.216 0.054 -0.094
C 8.9308 -3.3304 3.4376 -0.063 0.090 0.058
C 7.7230 -4.0242 2.8302 0.113 -0.007 -0.101
O 6.4905 -3.6590 3.4210 -0.132 -0.111 0.110
C 6.1459 -2.2871 3.3465 0.026 0.136 -0.039
C 6.0345 -1.7524 1.9294 -0.043 -0.118 -0.089
H 8.9857 -3.5285 4.5088 0.014 -0.024 0.002
H 9.8459 -3.6918 2.9675 -0.002 -0.030 0.002
H 8.8933 -2.2488 3.3012 0.028 -0.005 -0.062
H 7.8104 -5.0999 2.9838 -0.079 -0.010 0.028
H 7.6900 -3.8643 1.7468 0.019 0.049 0.003
H 6.8483 -1.6844 3.9342 0.032 0.004 -0.031
H 5.1775 -2.2064 3.8413 -0.012 -0.077 0.031
H 6.9831 -1.8034 1.3933 0.024 0.073 0.034
H 5.7180 -0.7082 1.9453 -0.006 0.012 0.022
H 5.3033 -2.3276 1.3578 -0.005 0.014 -0.018
C -2.1926 -0.5573 -5.4576 -0.047 0.163 -0.135
C -3.2411 -1.6319 -5.6796 0.130 -0.041 0.021
O -4.5110 -1.1288 -6.0593 -0.162 -0.022 0.133
C -4.5527 -0.3852 -7.2631 0.049 0.070 -0.086
C -4.1036 -1.1630 -8.4881 0.037 -0.094 0.050
H -2.5329 0.1492 -4.7009 0.037 0.005 0.039
H -1.2595 -1.0068 -5.1186 -0.018 -0.025 0.052
H -1.9803 0.0070 -6.3675 0.030 -0.075 -0.036
H -3.4091 -2.1676 -4.7447 -0.074 -0.001 -0.005
H -2.8892 -2.3735 -6.4051 0.014 0.035 -0.030
H -3.9751 0.5406 -7.1604 0.044 -0.017 -0.026
H -5.5953 -0.0904 -7.3851 -0.027 -0.023 0.066
H -3.0608 -1.4737 -8.4175 0.023 0.064 -0.025
H -4.2075 -0.5467 -9.3815 -0.020 0.013 0.002
H -4.7101 -2.0611 -8.6123 -0.019 0.008 -0.009
C 5.5037 5.2363 3.0578 -0.055 0.132 0.082
C 4.1020 4.7164 2.7888 0.143 0.074 -0.148
O 3.1304 5.1556 3.7199 -0.128 -0.157 0.107
C 2.9379 6.5550 3.8079 0.022 0.114 -0.016
C 2.4929 7.2009 2.5067 0.006 -0.093 -0.071
H 5.8279 4.9516 4.0597 0.004 -0.027 0.001
H 6.2017 4.8215 2.3319 -0.003 -0.040 -0.015
H 5.5589 6.3237 2.9880 0.013 -0.007 -0.065
H 4.1034 3.6319 2.8593 -0.053 -0.035 0.030
H 3.7873 4.9618 1.7663 0.040 0.050 0.023
H 3.8413 7.0416 4.1921 0.022 0.016 -0.053
H 2.1640 6.6937 4.5631 -0.002 -0.073 0.026
H 3.2406 7.0960 1.7195 0.041 0.063 0.025
H 2.3172 8.2662 2.6582 -0.011 0.004 0.018
H 1.5690 6.7427 2.1502 -0.016 0.008 0.014
C -9.6181 1.2402 -1.7890 0.074 -0.088 -0.056
C -8.6253 2.3731 -1.9880 -0.131 0.027 -0.009
O -7.2979 1.9423 -2.2237 0.178 0.027 0.122
C -7.0975 1.1341 -3.3702 -0.060 -0.076 -0.117
C -7.4825 1.8024 -4.6782 -0.078 0.101 0.040
H -9.3071 0.6019 -0.9609 -0.013 0.012 0.023
H -10.6067 1.6430 -1.5675 0.003 0.019 0.025
H -9.7075 0.6128 -2.6766 -0.046 0.041 -0.024
H -8.5779 2.9747 -1.0802 0.083 0.006 0.003
H -8.9585 3.0418 -2.7894 -0.024 -0.040 -0.032
H -7.6184 0.1761 -3.2565 -0.040 0.015 -0.045
H -6.0331 0.9090 -3.3858 0.022 0.031 0.040
H -8.5457 2.0420 -4.7207 -0.018 -0.066 -0.028
H -7.2553 1.1413 -5.5149 0.032 -0.020 0.017
H -6.9276 2.7326 -4.8074 0.025 -0.008 -0.008
```
Forces are in eV/Å.

HOMO-LUMO gap	8.38	eV
structure (SMILES)	CCP(CC)[C@]1(CCCCCCCOC)OC(=O)[C@](COC(F)(F)F)([C@@H](C)F)[C@@H]1CCOCC(F)(F)C(F)(F)C(F)(F)C(F)F.CCOCC.CCOCC.CCOCC.CCOCC
electronic energy	-3903.82119	Ha